# C3H11NO2

A 3-piece molecular cluster, C3H11NO2 overall (ωB97M-V with the def2-TZVPD basis set, the OMol25 dataset).

```
17
Properties=species:S:1:pos:R:3:forces:R:3:mulliken_spin:R:1
C 1.984566 -1.540684 -0.421319 -1.00 1.04 -0.63 -0.10
C 1.246148 -0.620924 0.238668 0.76 -0.83 0.33 0.61
N 1.079717 0.716158 -0.070833 0.53 -0.11 0.63 -0.29
C 0.961248 1.599358 1.111707 -1.22 -0.18 -1.02 0.66
H 1.984862 -2.580822 -0.120292 -0.02 0.15 -0.08 -0.13
H 2.272320 -1.246678 -1.441850 0.45 -0.43 0.46 0.00
H 0.734744 -0.887323 1.161641 0.04 -0.11 -0.15 -0.03
H 1.760763 1.061977 -0.735601 -0.27 -0.13 -0.04 0.07
H 0.657432 0.997547 1.978700 0.46 0.27 -0.10 -0.38
H 0.103508 2.242755 0.903045 0.15 0.37 0.26 -0.07
H 1.853924 2.208145 1.253843 0.10 -0.14 0.33 0.01
H -2.201681 -2.031348 1.380391 0.04 0.13 0.24 -0.33
H -2.528292 -0.508464 1.312792 0.01 -0.11 0.30 -0.27
O -2.409877 -1.305335 0.764887 0.03 0.11 -0.62 1.09
H -1.604117 0.327586 -1.099689 -0.14 -0.07 -0.22 -0.06
H -2.023959 0.701250 -2.568031 0.00 -0.37 0.17 -0.09
O -1.806605 1.059458 -1.704938 0.07 0.40 0.13 0.30
```
Forces are in eV/Å.

Values from the calculation:
- Orbital gap (alpha / beta): 0.1071 / 0.3143 Eh
- ⟨S²⟩: 0.750
- 2S+1: 2
- ΔE to the lowest compared entry with this formula, charge and spin: 29.7 kcal per mole
- HOMO level (alpha / beta): 0.976 / -4.856 eV
- Net charge: -1

# C13H49N5O10

A 10-piece molecular cluster, C13H49N5O10 overall (ωB97M-V with the def2-TZVPD basis set, the OMol25 dataset).

```
77
Properties=species:S:1:pos:R:3:forces:R:3:lowdin_charge:R:1
C -1.943551 -2.889963 1.179281 -0.17 0.40 0.34 -0.11
O -2.999062 -3.005776 0.257796 -0.17 -0.09 -0.21 -0.19
C -3.445399 -1.754630 -0.248845 1.08 -0.46 -0.41 -0.22
C -4.937776 -1.720533 -0.233630 -1.11 0.83 0.46 -0.45
C -5.550229 -2.780664 -1.122753 -0.02 -0.14 -0.05 -0.06
N -5.353638 -0.378676 -0.675758 0.48 -0.06 -0.35 0.03
H -2.270617 -2.247747 2.009904 0.18 -0.13 0.13 0.09
H -1.059668 -2.430144 0.739609 0.10 -0.06 -0.01 0.05
H -1.697687 -3.878166 1.554168 0.02 -0.06 -0.02 0.09
H -2.977738 -0.935632 0.311733 -0.27 0.03 0.13 0.12
H -3.083998 -1.648372 -1.282542 -0.11 0.08 0.04 0.13
H -5.275870 -1.873940 0.803973 0.13 -0.30 -0.07 0.14
H -5.131285 -2.718620 -2.129393 -0.04 0.01 0.00 0.08
H -6.632830 -2.657989 -1.190636 0.00 0.06 0.00 0.07
H -5.360212 -3.775392 -0.720893 0.10 0.02 -0.03 0.08
H -5.013524 0.328552 -0.038597 -0.10 0.05 0.02 0.06
H -6.349363 -0.265803 -0.790077 -0.08 -0.18 0.12 0.06
C 0.301091 -0.114216 -3.588266 -0.33 0.29 -0.25 -0.09
O 0.523696 0.451085 -4.875201 0.01 -0.42 0.13 -0.18
C 0.645679 1.836600 -4.835492 0.42 0.56 -0.07 -0.26
C 0.659137 2.397412 -6.246576 -0.28 0.67 0.12 -0.44
C 1.914825 2.003174 -7.009686 -0.35 -0.84 0.07 -0.07
N 0.522588 3.865831 -6.109727 0.28 -0.22 -0.05 0.02
H 0.890854 0.400671 -2.825158 0.13 -0.21 0.03 0.08
H 0.544826 -1.169886 -3.643295 0.13 -0.01 0.11 0.08
H -0.756325 -0.008022 -3.314374 0.06 0.01 0.05 0.09
H -0.150124 2.336560 -4.271017 -0.14 -0.22 -0.01 0.13
H 1.604543 2.127156 -4.355385 -0.15 -0.11 0.07 0.12
H -0.256059 2.062452 -6.742005 0.15 -0.19 -0.10 0.14
H 2.025248 0.912906 -7.008926 0.01 0.09 0.05 0.08
H 2.788039 2.414733 -6.499142 0.07 0.13 -0.18 0.08
H 1.869276 2.304796 -8.055260 0.13 0.27 0.04 0.07
H 1.434139 4.223052 -5.831078 -0.12 0.16 -0.01 0.06
H 0.338698 4.271026 -7.020670 0.00 0.03 0.02 0.07
C -0.679342 -1.098959 6.212413 -0.44 -0.34 -0.21 -0.11
O 0.241454 -1.296425 5.170574 -0.02 -0.21 -0.05 -0.19
C 1.544250 -0.877115 5.485348 -0.03 0.16 -0.01 -0.23
C 2.363337 -0.805576 4.211106 -0.07 0.48 -0.07 -0.41
C 3.703748 -0.170151 4.537188 0.18 -0.11 -0.08 -0.06
N 1.671924 0.012534 3.180777 0.26 -0.85 0.17 0.04
H -0.472132 -1.739133 7.078123 0.23 0.24 0.09 0.09
H -1.654654 -1.415989 5.837020 0.05 0.13 -0.05 0.09
H -0.737669 -0.041449 6.487881 0.08 -0.03 0.19 0.09
H 1.504049 0.131578 5.930247 0.06 -0.13 0.10 0.13
H 2.037969 -1.573141 6.178292 -0.15 0.09 0.15 0.13
H 2.484167 -1.824765 3.836613 0.04 0.03 -0.16 0.14
H 4.380708 -0.256097 3.687508 0.02 0.17 -0.01 0.08
H 4.196467 -0.626717 5.398189 -0.11 -0.15 -0.03 0.08
H 3.554473 0.882794 4.788016 0.06 0.04 -0.13 0.08
H 1.497717 0.932271 3.586219 0.03 -0.25 -0.15 0.04
H 0.747397 -0.417241 3.103543 0.04 0.30 -0.03 0.09
N 2.636891 3.422011 -1.875265 -0.49 -0.43 0.66 0.16
C 1.761499 3.094333 -0.866349 0.72 0.13 0.15 -0.62
N 2.255006 2.285302 0.120543 -0.07 0.59 -0.54 0.19
O 0.616200 3.536537 -0.869237 -0.36 -0.24 0.05 0.02
H 2.238088 3.918097 -2.648614 0.17 0.23 -0.03 0.10
H 3.625622 3.336459 -1.745182 0.07 -0.03 -0.27 0.10
H 1.661353 2.045312 0.892941 0.05 0.00 0.09 0.07
H 3.230120 2.059552 0.163736 -0.03 -0.23 0.00 0.10
O -0.541802 2.364337 1.207003 -0.55 -0.03 0.18 -0.08
H -1.487651 2.217307 1.092982 0.00 0.02 -0.01 0.08
H -0.285058 2.960593 0.459821 0.30 -0.02 -0.23 0.03
O 1.431124 -4.052486 1.041412 0.21 0.14 0.07 -0.08
H 1.238520 -4.838146 0.522710 0.00 -0.01 -0.01 0.03
H 1.424153 -3.337686 0.383083 -0.17 -0.23 0.04 -0.02
O -0.003940 -0.092161 -0.131977 0.00 -0.28 0.10 -0.07
H 0.832168 -0.480192 0.169035 0.12 -0.06 -0.27 -0.02
H -0.162489 0.611299 0.510184 -0.19 0.20 -0.13 0.00
O 2.390051 -1.173195 0.707864 0.10 0.41 0.20 -0.09
H 2.193688 -0.590204 1.485857 0.34 -0.33 0.14 0.00
H 3.017471 -1.827221 1.031820 -0.12 -0.08 -0.03 0.05
O 0.506385 -2.723513 -1.361344 -0.01 0.00 -0.04 -0.05
H 0.172153 -1.954829 -0.875901 -0.09 0.10 -0.25 -0.01
H -0.283591 -3.192251 -1.650629 -0.02 0.01 0.05 0.06
O 0.081704 2.086128 3.888720 -0.46 0.34 0.06 -0.07
H -0.488457 2.603936 4.462263 0.02 0.07 0.03 0.05
H -0.260786 2.222399 2.983423 0.21 0.13 0.12 0.00
```
Forces are in eV/Å.

Values from the calculation:
- Orbital gap: 0.3459 Eh
- SMILES: COC[C@H](C)N.COC[C@H](C)N.COC[C@H](C)N.NC(N)=O.O.O.O.O.O.O
- ΔE to the lowest compared entry with this formula, charge and spin: 0.0 kcal per mole
- HOMO level: -9.128 eV

Which of these has the lowest ΔE to the lowest compared entry with this formula, charge and spin? C13H49N5O10